1.
DFT (the ωB97M-V functional and the def2-TZVPD basis) results for a molecular structure, C37H42As2FN5O12Pd.

Each line ends with the Löwdin charge.
Cartesian coordinates (Å):
Pd  -0.46635  0.44493  0.20475  0.954
F  5.77271  -1.09553  -2.09366  0.051
C  5.48546  -0.78902  -0.79956  -0.194
C  4.29230  -0.20649  -0.48441  0.092
C  4.02998  0.15067  0.83555  -0.030
C  2.68705  0.71260  1.15809  -0.288
O  1.91200  0.93032  0.22858  0.000
C  2.44124  0.93493  2.55762  -0.018
C  3.45509  0.73870  3.43067  0.040
N  4.70393  0.26780  3.12779  -0.004
C  5.67995  0.08064  4.16605  -0.276
C  5.82249  1.14152  5.20721  -0.081
C  6.90074  0.95686  4.17706  -0.100
C  4.99258  -0.08151  1.82426  -0.122
C  6.19782  -0.71214  1.48245  0.066
C  6.44312  -1.08004  0.17658  -0.172
N  7.66850  -1.75337  -0.13505  -0.101
C  8.81877  -0.89846  -0.32420  -0.148
C  10.08582  -1.69767  -0.11211  -0.086
N  10.07395  -2.87255  -1.06483  0.055
C  8.83226  -3.72195  -0.88801  -0.081
C  7.62962  -2.83023  -1.09949  -0.158
C  1.09924  1.38655  3.14547  -0.660
O  1.16895  2.07086  4.17516  -0.014
O  0.09420  0.93576  2.55247  -0.064
H  3.53532  -0.01928  -1.23507  0.144
H  3.27750  0.96801  4.47276  0.141
H  5.80400  -0.94900  4.48674  0.152
H  6.00916  0.81495  6.21924  0.108
H  5.19476  2.01568  5.11623  0.113
H  7.83944  0.51549  4.48206  0.097
H  6.96318  1.70314  3.39698  0.110
H  6.92330  -0.96460  2.24261  0.118
H  8.79977  -0.08123  0.39555  0.142
H  8.83248  -0.44154  -1.33086  0.143
H  10.12021  -2.12886  0.88710  0.140
H  10.99185  -1.12884  -0.31331  0.136
H  10.91754  -3.43476  -0.95426  0.180
H  10.08392  -2.51399  -2.02375  0.180
H  8.87800  -4.11475  0.12615  0.140
H  8.89624  -4.53028  -1.61436  0.138
H  6.72733  -3.42509  -0.95995  0.154
H  7.61892  -2.47537  -2.14104  0.129
N  0.58533  7.37083  -0.51927  0.163
C  -0.36504  6.77997  0.25919  -0.493
O  -1.11139  7.41530  0.97170  0.073
C  -0.44923  5.27518  0.16873  -0.127
C  0.05246  4.56314  -0.91483  -0.004
C  -0.06124  3.18630  -0.91459  -0.103
N  -0.63807  2.52384  0.08859  -0.050
C  -1.12473  3.20175  1.12944  -0.110
C  -1.05317  4.58434  1.20145  0.035
H  0.71146  8.36132  -0.39857  0.109
H  1.33962  6.83588  -0.90743  0.088
H  0.49910  5.04816  -1.77184  0.108
H  0.31436  2.58473  -1.72943  0.106
H  -1.55285  2.60229  1.92069  0.101
H  -1.45551  5.11002  2.05433  0.128
C  -5.02302  -0.56927  3.09823  -0.039
O  -5.95543  0.38558  2.57446  -0.028
C  -5.99663  0.62136  1.24538  -0.579
O  -6.68857  1.50864  0.82321  0.100
C  -5.07279  -0.17848  0.36262  -0.318
C  -5.28672  -1.41912  -0.07012  -0.292
As  -3.93979  -2.55587  -0.97943  1.284
C  -4.14352  -1.83190  -2.79812  -0.291
C  -2.36609  -1.65478  -0.38337  -0.412
C  -2.19727  -0.20816  -0.75130  -0.514
As  -3.58093  1.04557  -0.11788  1.309
C  -4.55920  1.70061  -1.68888  -0.279
C  -1.56123  0.02199  -2.07434  -0.604
O  -0.95890  -0.79186  -2.74269  0.062
O  -1.74661  1.30221  -2.54536  -0.160
C  -1.14948  1.55700  -3.80565  -0.082
C  -1.22694  -2.21320  0.14517  -0.524
O  -0.20523  -1.48177  0.45815  -0.140
O  -0.93902  -3.50452  0.42706  -0.057
C  -1.85532  -4.54711  0.16968  -0.139
C  -6.54452  -2.16010  0.27246  -0.532
O  -6.69764  -3.35260  0.18330  0.066
O  -7.52757  -1.33318  0.68444  -0.060
C  -8.72749  -1.97458  1.11905  -0.033
H  -5.02936  -0.41274  4.17360  0.093
H  -4.01678  -0.40581  2.71196  0.090
H  -5.34023  -1.58737  2.87099  0.092
H  -5.18410  -1.94876  -3.10239  0.022
H  -3.50449  -2.42088  -3.45442  0.019
H  -3.85695  -0.78693  -2.87597  -0.008
H  -4.87301  0.88529  -2.33536  0.015
H  -3.92475  2.39473  -2.23304  0.012
H  -5.43708  2.20979  -1.29436  0.017
H  -1.29855  2.61862  -3.99789  0.089
H  -1.62149  0.96918  -4.59420  0.094
H  -0.08494  1.31530  -3.80069  0.087
H  -1.36233  -5.45832  0.50510  0.084
H  -2.08342  -4.62713  -0.89555  0.062
H  -2.78699  -4.40997  0.72147  0.061
H  -9.33146  -1.18629  1.55930  0.096
H  -8.50644  -2.75132  1.84906  0.094
H  -9.24363  -2.42297  0.27076  0.094

Forces on atoms 1 to 3 (eV/Å):
Pd -0.27 0.17 0.34
F -0.01 -0.01 0.01
C 0.11 0.04 0.06

## Properties
Frontier orbital gap ... 3.72 eV
E_tot ... -7310.951219 Eh
HOMO ... -5.72 eV
Molar mass ... 1024.028 g/mol
Largest force on an atom ... 0.66 eV Å⁻¹

***

2.
DFT (the ωB97M-V functional and the def2-TZVPD basis) results for 5 unconnected molecules or ions with the total composition C37H42N2O11S in a non-equilibrium geometry.

Each line ends with the Löwdin charge.
Cartesian coordinates (Å):
C  8.67510  2.80352  2.25035  0.108
C  8.96819  2.05998  1.35248  -0.134
C  9.46852  1.56312  0.04572  -0.203
C  8.94328  2.39392  -1.13479  -0.180
C  9.04111  3.93032  -0.93953  -0.114
C  7.78455  4.63923  -1.40698  -0.069
C  7.45746  4.66326  -2.70588  -0.143
N  8.24018  4.03316  -3.72679  0.133
C  7.71897  3.03782  -4.19967  -0.745
S  7.11344  1.65060  -4.61387  0.767
C  6.19867  5.37364  -3.14376  -0.317
O  6.00880  5.55702  -4.32391  0.115
C  5.20143  5.79977  -2.12725  0.056
C  5.49054  5.76759  -0.82369  -0.110
C  4.51821  6.18626  0.25220  -0.125
C  3.17775  5.45997  0.16879  -0.100
C  3.18130  4.11759  0.90374  -0.437
O  4.08423  3.85047  1.65205  0.126
N  2.06544  3.26849  0.71358  0.111
C  2.05762  2.48322  -0.47275  -0.226
C  2.76964  2.76932  -1.63571  -0.029
C  2.66560  1.95481  -2.76288  -0.083
C  1.85101  0.82818  -2.74757  -0.095
C  1.16364  0.51913  -1.57304  -0.078
C  1.26315  1.32805  -0.45377  -0.023
C  6.87687  5.32053  -0.42945  -0.259
O  7.27037  5.50917  0.69796  0.129
H  8.34328  3.48945  2.99447  0.035
H  9.06217  0.54976  -0.06024  0.108
H  10.55326  1.44995  0.05101  0.114
H  7.91093  2.12065  -1.35888  0.109
H  9.52774  2.13973  -2.02246  0.106
H  9.84390  4.30410  -1.58398  0.122
H  9.28611  4.22630  0.07856  0.099
H  4.23607  6.13317  -2.49396  0.134
H  4.99841  6.10792  1.22553  0.114
H  4.31315  7.25272  0.10050  0.130
H  2.44146  6.07397  0.70471  0.131
H  2.79017  5.38260  -0.84719  0.103
H  1.88566  2.70236  1.53182  0.138
H  3.42532  3.62767  -1.69764  0.081
H  3.21026  2.21069  -3.66456  0.101
H  1.77920  0.22857  -3.64623  0.098
H  0.54842  -0.37329  -1.57391  0.094
H  0.70484  1.02312  0.42429  0.092
O  -0.74655  -0.73515  0.91430  0.094
C  -1.00001  -1.81687  0.45998  -0.477
C  -2.35818  -2.33041  0.03279  -0.066
C  -2.11624  -3.83192  -0.06356  -0.146
C  -0.63911  -3.89549  -0.42145  -0.144
O  -0.04958  -2.74854  0.22170  0.029
H  -2.61345  -1.89228  -0.93224  0.129
H  -3.11814  -2.08594  0.76928  0.123
H  -2.75517  -4.33565  -0.78626  0.126
H  -2.28173  -4.28963  0.90304  0.090
H  -0.46452  -3.81694  -1.49736  0.125
H  -0.15598  -4.79841  -0.05469  0.123
O  -5.79732  -3.46286  1.44930  0.128
C  -5.30242  -4.21947  2.23049  -0.477
C  -5.89623  -4.71786  3.52971  -0.064
C  -4.68102  -5.30399  4.24355  -0.147
C  -3.80527  -5.73539  3.07691  -0.150
O  -4.08655  -4.79448  2.02305  -0.016
H  -6.64555  -5.47792  3.30092  0.115
H  -6.34700  -3.90233  4.08726  0.131
H  -4.91624  -6.11775  4.92653  0.118
H  -4.17872  -4.52112  4.81463  0.119
H  -4.05353  -6.73707  2.71962  0.129
H  -2.74398  -5.69937  3.31616  0.124
O  -9.16703  -6.19862  3.22284  0.112
C  -9.21319  -6.31522  2.03282  -0.494
C  -9.91911  -5.40133  1.05256  -0.069
C  -9.96098  -6.25045  -0.21487  -0.154
C  -8.72065  -7.11620  -0.05473  -0.154
O  -8.57232  -7.30513  1.36470  0.021
H  -9.31877  -4.49921  0.92197  0.135
H  -10.91091  -5.14386  1.41269  0.126
H  -9.96460  -5.67295  -1.13713  0.117
H  -10.85419  -6.87747  -0.20753  0.118
H  -7.82108  -6.62654  -0.43387  0.127
H  -8.82192  -8.08656  -0.53540  0.123
O  -6.59633  -0.09569  -0.71150  0.126
C  -5.58552  0.51136  -0.52006  -0.483
C  -5.45743  1.97493  -0.14516  -0.075
C  -3.98590  2.25977  -0.43129  -0.152
C  -3.34763  0.89915  -0.19801  -0.163
O  -4.35552  -0.06035  -0.57978  0.004
H  -5.69901  2.08686  0.91279  0.131
H  -6.12261  2.58563  -0.74882  0.123
H  -3.55627  3.04544  0.18746  0.116
H  -3.86526  2.55158  -1.47608  0.118
H  -3.08965  0.73449  0.84910  0.126
H  -2.45702  0.74961  -0.80377  0.120

Forces on atoms 1 to 3 (eV/Å):
C -0.25 -0.22 -0.05
C 0.73 0.81 -0.60
C -1.00 -0.83 0.65

## Properties
Frontier orbital gap ... 7.29 eV
E_tot ... -2770.391353 Eh
SMILES string ... C#CCCCC1=C(N=C=S)C(=O)C=C(CCC(=O)Nc2ccccc2)C1=O.O=C1CCCO1.O=C1CCCO1.O=C1CCCO1.O=C1CCCO1
HOMO ... -8.44 eV
Molar mass ... 722.813 g/mol
Largest force on an atom ... 1.45 eV Å⁻¹

***

E_tot of number 2 (C37H42N2O11S)? -2770.391353 Eh

***

The lowest HOMO belongs to which entry? C37H42N2O11S

***

Among the records above, which one has the highest molar mass? C37H42As2FN5O12Pd

***

Look up the HOMO of the first one. -5.72 eV